The following is a DFT calculation (ωB97M-V/def2-TZVPD) of an isolated molecule of C6H9N.

Output
LUMO level, eV: 0.9431
Structure (SMILES): CC#CC[C@H]1CN1
Multiplicity: 1
Orbital gap, eV: 10.33
ΔE to the lowest compared entry with this formula, charge and spin, kcal per mole: 78.5
Charge: 0
HOMO level, eV: -9.4

Element x y z (Å)
N1 -2.368 -0.195 -0.983
C1 2.002 0.823 1.672
C2 1.628 -0.160 0.653
C3 1.149 -0.902 -0.170
C4 -1.084 -0.513 -0.374
C5 -1.285 0.796 -1.015
C6 0.004 -1.441 -0.933
H1 1.580 0.538 2.643
H2 -1.321 1.698 -0.410
H3 -0.158 -2.506 -0.732
H4 3.083 0.934 1.780
H5 1.578 1.800 1.406
H6 -0.877 0.939 -2.013
H7 -3.002 0.046 -0.222
H8 -1.064 -0.531 0.714
H9 0.134 -1.325 -2.016

Here are the Löwdin charges for atoms 1 to 2, given in e: 0.023 -0.102